Record 1
Computed, not measured: a structure of composition C24H45BrLaP2 at a distorted geometry, with ωB97M-V with the def2-TZVPD basis set.

Frontier orbital gap (spin up / spin down) in eV: 4.654 / 4.688
ΔE to the lowest compared entry with this formula, charge and spin in kJ/mol: 412.27
HOMO level (spin up / spin down) in eV: -9.625 / -9.646
Calculated total energy in hartree: -4229.46712

Structure (ORCA input):
```
! RIJCOSX wB97M-V def2-TZVPD def2/J DEFGRID3
* xyz 1 1
La 0.34 -0.34 -0.92
Br -1.72 0.46 0.99
P 0.40 -0.18 4.07
P -3.37 -0.46 -1.93
C 1.71 -1.69 0.40
C 1.42 -1.82 -2.55
C 0.68 3.03 0.25
C 0.19 1.50 4.79
C 0.01 -3.57 -0.01
C 0.83 2.31 -1.94
C 3.26 1.33 -1.86
C 2.05 1.95 -1.26
C 0.15 -2.35 -2.31
C -3.72 -2.07 -1.11
C -4.03 -0.69 -3.61
C 2.80 -2.42 -0.39
C -0.05 -3.67 -1.56
C 0.19 3.74 1.45
C 0.51 2.04 -3.36
C 2.96 2.23 1.16
C -1.10 -0.99 4.76
C 1.68 -0.87 5.19
C -1.36 3.50 -1.27
C 0.43 -2.22 0.55
C 2.68 -2.40 -1.95
C -4.59 0.65 -1.12
C -0.02 2.95 -0.98
C 1.93 2.37 0.10
H 4.10 2.05 -1.89
H 2.61 -0.31 5.04
H 1.05 2.11 4.47
H 1.85 -1.92 4.89
H 1.59 -1.20 -3.44
H 1.39 -0.84 6.25
H -3.21 -1.09 -4.23
H -1.08 -1.03 5.86
H -4.88 -1.40 -3.62
H -5.62 0.36 -1.36
H -4.32 0.28 -4.03
H 0.68 -4.42 -1.90
H 3.09 0.99 -2.89
H -0.71 -2.04 -2.93
H 2.84 -3.44 -2.30
H -4.41 0.64 -0.04
H -4.69 -2.46 -1.43
H -2.92 -2.78 -1.38
H 3.77 -1.98 -0.11
H 0.88 3.63 2.30
H 3.61 3.12 1.22
H -1.85 3.86 -0.36
H -3.68 -1.94 -0.03
H 0.15 1.48 5.89
H 2.50 2.09 2.15
H -0.26 -1.80 1.30
H -0.47 2.46 -3.63
H -1.04 -4.06 -1.85
H 0.09 4.82 1.26
H -1.31 4.34 -1.98
H -1.99 -0.45 4.41
H -0.73 1.94 4.38
H -1.00 -3.78 0.38
H -4.39 1.67 -1.48
H 0.66 -4.37 0.37
H 0.48 0.96 -3.62
H -0.80 3.37 1.77
H -2.03 2.74 -1.72
H 2.07 -0.88 1.07
H 2.84 -3.48 -0.05
H -1.14 -2.02 4.36
H 3.62 0.46 -1.28
H 1.25 2.50 -4.03
H 3.61 1.36 0.97
H 3.54 -1.83 -2.34
*
```

Okay, here come the Mulliken numbers, in e, for every atom: atom 1 (La): 0.51, atom 2 (Br): -0.71, atom 3 (P): 0.74, atom 4 (P): 0.81, atom 5 (C): -0.38, atom 6 (C): -0.40, atom 7 (C): 0.53, atom 8 (C): -1.23, atom 9 (C): -1.12, atom 10 (C): -0.22, atom 11 (C): -1.24, atom 12 (C): 0.42, atom 13 (C): -0.40, atom 14 (C): -1.01, atom 15 (C): -1.39, atom 16 (C): -1.14, atom 17 (C): -1.09, atom 18 (C): -1.58, atom 19 (C): -0.92, atom 20 (C): -1.53, atom 21 (C): -1.25, atom 22 (C): -1.33, atom 23 (C): -1.53, atom 24 (C): -0.16, atom 25 (C): -1.17, atom 26 (C): -1.24, atom 27 (C): 1.04, atom 28 (C): 0.63, atom 29 (H): 0.38, atom 30 (H): 0.36, atom 31 (H): 0.29, atom 32 (H): 0.34, atom 33 (H): 0.84, atom 34 (H): 0.39, atom 35 (H): 0.36, atom 36 (H): 0.40, atom 37 (H): 0.40, atom 38 (H): 0.43, atom 39 (H): 0.36, atom 40 (H): 0.39, atom 41 (H): 0.34, atom 42 (H): 0.93, atom 43 (H): 0.49, atom 44 (H): 0.31, atom 45 (H): 0.49, atom 46 (H): 0.10, atom 47 (H): 0.40, atom 48 (H): 0.38, atom 49 (H): 0.34, atom 50 (H): 0.39, atom 51 (H): 0.26, atom 52 (H): 0.42, atom 53 (H): 0.21, atom 54 (H): 0.74, atom 55 (H): 0.37, atom 56 (H): 0.45, atom 57 (H): 0.33, atom 58 (H): 0.34, atom 59 (H): 0.33, atom 60 (H): 0.30, atom 61 (H): 0.38, atom 62 (H): 0.34, atom 63 (H): 0.40, atom 64 (H): 0.06, atom 65 (H): 0.29, atom 66 (H): 0.04, atom 67 (H): 1.02, atom 68 (H): 0.42, atom 69 (H): 0.33, atom 70 (H): 0.17, atom 71 (H): 0.33, atom 72 (H): 0.32, atom 73 (H): 0.40

***

Record 2
Computed, not measured: a structure of composition C13H19IN5OTm at a distorted geometry, with ωB97M-V with the def2-TZVPD basis set.

Frontier orbital gap (spin up / spin down) in eV: 2.742 / 2.519
HOMO level (spin up / spin down) in eV: 2.026 / 2.340
Calculated total energy in hartree: -2238.27070
⟨S²⟩: 2.112

Structure (ORCA input):
```
! RIJCOSX wB97M-V def2-TZVPD def2/J DEFGRID3
* xyz -2 3
Tm 0.08 0.40 -1.34
I -1.86 -0.79 -2.92
O 2.08 -2.36 -1.72
N -3.08 0.92 -0.11
N -1.53 2.44 -0.43
N -0.75 -0.04 2.01
N 0.83 -2.46 1.09
N 2.47 -1.05 1.17
C 2.48 0.61 -1.97
C -0.21 3.04 -0.56
C -3.59 -0.44 -0.11
C 1.31 -2.47 2.39
C 2.36 -1.60 2.42
C -3.63 1.97 -0.84
C -2.69 2.91 -1.00
C -0.93 0.55 0.99
C 1.45 -1.48 0.36
C 1.75 -1.39 -1.10
C -1.76 1.19 0.05
C 3.26 0.12 0.91
C -0.49 -3.00 0.84
H 0.88 -3.08 3.18
H -0.39 4.10 -0.77
H -0.62 -3.23 -0.23
H -3.06 -0.94 -0.95
H -3.40 -0.96 0.83
H 3.26 -0.16 -2.06
H 4.24 0.05 1.40
H 2.47 1.11 -2.99
H 2.74 1.03 1.23
H 0.35 2.66 -1.46
H -2.74 3.89 -1.44
H -4.66 -0.45 -0.39
H 2.99 1.37 -1.35
H -4.64 1.94 -1.22
H -1.26 -2.28 1.19
H 3.01 -1.34 3.24
H -0.58 -3.91 1.46
H 3.47 0.15 -0.16
H 0.38 2.96 0.36
*
```

Okay, here come the Mulliken numbers, in e, for every atom: atom 1 (Tm): -1.66, atom 2 (I): -0.41, atom 3 (O): -0.72, atom 4 (N): 0.15, atom 5 (N): 0.14, atom 6 (N): -0.89, atom 7 (N): 0.27, atom 8 (N): 0.27, atom 9 (C): -0.49, atom 10 (C): -0.47, atom 11 (C): -0.53, atom 12 (C): -0.58, atom 13 (C): -0.51, atom 14 (C): -0.50, atom 15 (C): -0.39, atom 16 (C): 1.12, atom 17 (C): 1.02, atom 18 (C): -0.60, atom 19 (C): -0.54, atom 20 (C): -0.49, atom 21 (C): -0.73, atom 22 (H): 0.27, atom 23 (H): 0.46, atom 24 (H): 0.22, atom 25 (H): 0.01, atom 26 (H): 0.16, atom 27 (H): 0.36, atom 28 (H): 0.40, atom 29 (H): -0.09, atom 30 (H): 0.08, atom 31 (H): 0.28, atom 32 (H): 0.35, atom 33 (H): 0.33, atom 34 (H): 0.03, atom 35 (H): 0.35, atom 36 (H): 0.25, atom 37 (H): 0.40, atom 38 (H): 0.35, atom 39 (H): 0.23, atom 40 (H): 0.14